Molecular formula: C3H8N2O
Method: DFT, ωB97M-V with the def2-TZVPD basis set

The geometry in XYZ format:
```
14
Properties=species:S:1:pos:R:3:forces:R:3
H -2.365459 0.539299 0.830452 0.129 0.012 0.487
N -1.726078 0.661004 0.062965 0.720 -0.664 0.196
C -0.564559 0.123221 0.195077 0.061 -0.668 0.222
N 0.031537 -0.576822 1.273377 -1.289 1.442 -2.915
C 1.438971 -0.907322 1.377980 0.227 2.845 1.950
O 0.263607 0.123790 -0.854490 0.176 0.037 -1.367
C -0.302356 0.656736 -2.092465 -0.250 1.947 1.366
H -0.656560 -0.619535 1.957494 -0.372 -0.514 2.018
H 1.612062 -1.068950 2.540278 0.121 0.003 -2.700
H 2.010811 0.052303 1.016739 -0.629 -1.931 0.909
H 1.693413 -1.706774 0.715506 0.364 -0.752 0.042
H -1.204984 0.147333 -2.448569 0.862 -0.700 -0.191
H -0.750273 1.620063 -1.821231 0.117 0.037 0.030
H 0.519868 0.955652 -2.753113 -0.235 -1.094 -0.047
```
Forces are in eV/Å.

## Properties
net charge = 0
strongest force on any atom = 0.0680 hartree/bohr
HOMO-LUMO gap = 9.77 eV
energy above the lowest of the compared OMol25 structures with the same formula, charge and spin = 200.78 kJ/mol
SMILES string = [H]/N=C(\NC)OC

***

Molecular formula: C3H8N2O2
Method: DFT, ωB97M-V with the def2-TZVPD basis set

The geometry in XYZ format:
```
15
Properties=species:S:1:pos:R:3:forces:R:3
C -0.036192 0.558970 0.914141 0.858 -2.732 1.504
C 1.280494 0.505551 -0.049452 1.242 1.283 3.217
C 0.436456 1.377216 -0.896067 1.603 0.759 -1.893
N -0.656069 1.203958 -0.240257 -0.853 1.511 -1.126
N 1.730620 -0.723215 -0.581455 -2.504 -1.891 -0.864
O -1.797207 1.629126 -0.507863 -0.575 -0.080 0.798
O -2.325558 -1.131186 0.080997 1.259 -1.392 0.642
H -0.458863 -0.501443 1.210274 0.711 2.369 -0.610
H 0.092332 1.246772 1.803322 -0.425 -0.732 -1.086
H 2.178112 0.942137 0.525639 -1.309 -0.022 -1.087
H 0.637473 2.038339 -1.785756 -0.619 -1.035 0.987
H -2.725209 -0.975612 0.933888 -0.495 0.296 -0.078
H 0.918099 -1.419679 -0.559549 1.922 1.018 -0.248
H 2.569352 -1.100214 -0.192341 0.113 -0.164 0.448
H -2.852582 -0.780358 -0.610228 -0.927 0.813 -0.606
```
Forces are in eV/Å.

## Properties
net charge = 0
strongest force on any atom = 0.0716 hartree/bohr
HOMO-LUMO gap (spin up / spin down) = 9.51 / 9.51 eV
energy above the lowest of the compared OMol25 structures with the same formula, charge and spin = 465.60 kJ/mol

***

Molecular formula: C3H8N2O2
Method: DFT, ωB97M-V with the def2-TZVPD basis set

The geometry in XYZ format:
```
15
Properties=species:S:1:pos:R:3:forces:R:3
O 0.007524 2.105770 -0.012277 -0.254 -0.417 -0.028
C -0.519986 1.018008 -0.078210 0.204 0.239 0.009
N -0.016674 -0.128187 -0.618803 0.118 0.163 0.069
C -0.914589 -1.247936 -0.463471 -0.090 -0.140 0.008
C -2.011265 -0.628512 0.426814 -0.104 -0.247 0.017
O -1.770923 0.778073 0.405711 0.046 0.124 -0.052
H 1.001653 -0.196460 -0.672480 -0.225 0.004 0.003
H -0.428678 -2.101241 0.020629 -0.079 0.131 -0.050
H -1.311842 -1.583406 -1.429108 0.059 0.060 0.132
H -1.941231 -0.978648 1.462715 -0.011 0.062 -0.136
H -3.021608 -0.809663 0.056916 0.131 0.004 0.030
N 2.620335 0.718397 0.086290 0.200 0.143 0.090
H 2.148801 1.592563 -0.146358 0.063 -0.084 0.007
H 3.605621 0.818840 -0.136439 -0.110 -0.013 0.003
H 2.552866 0.642395 1.098069 0.054 -0.028 -0.103
```
Forces are in eV/Å.

## Properties
net charge = 0
strongest force on any atom = 0.0095 hartree/bohr
HOMO-LUMO gap = 10.55 eV
energy above the lowest of the compared OMol25 structures with the same formula, charge and spin = 29.41 kJ/mol
SMILES string = O=C1NCCO1.N

***

Molecular formula: C3H8N2O2
Method: DFT, ωB97M-V with the def2-TZVPD basis set

The geometry in XYZ format:
```
15
Properties=species:S:1:pos:R:3:forces:R:3
C -0.013452 0.085575 -2.702663 -0.206 0.350 0.002
N -0.810520 0.100227 -1.485326 -0.197 0.056 -0.037
C -0.343204 -0.330577 -0.321131 -0.099 0.111 -0.055
N -0.958793 -0.333668 0.805270 -0.125 0.425 0.030
H 0.262579 1.102938 -2.987918 0.071 -0.094 0.004
H -0.568557 -0.364455 -3.523065 0.007 -0.097 0.031
H 0.884603 -0.491084 -2.512889 0.090 -0.042 -0.073
H -1.713273 0.562553 -1.490763 0.249 -0.159 -0.108
H 0.667420 -0.715047 -0.317754 0.131 -0.132 0.027
H -1.837875 0.152055 0.897992 -0.118 -0.045 -0.029
H -0.270528 -0.492382 1.682595 0.367 -0.751 0.213
O 0.941512 1.306408 2.525933 -0.250 0.342 -0.031
C 1.166116 0.198890 3.004649 0.701 0.157 -0.092
O 0.778010 -0.918115 2.529510 -0.598 -0.017 -0.069
H 1.815955 0.136681 3.895563 -0.023 -0.102 0.187
```
Forces are in eV/Å.

## Properties
net charge = 0
strongest force on any atom = 0.0168 hartree/bohr
HOMO-LUMO gap = 8.88 eV
energy above the lowest of the compared OMol25 structures with the same formula, charge and spin = 133.03 kJ/mol

***

Molecular formula: C3H8N2O2
Method: DFT, ωB97M-V with the def2-TZVPD basis set

The geometry in XYZ format:
```
15
Properties=species:S:1:pos:R:3:forces:R:3
O -0.790657 -1.860810 0.553596 0.302 0.368 0.087
C -0.061813 -0.905863 0.706292 -0.195 -0.238 -0.095
N 0.328069 0.010008 -0.230737 -0.151 -0.109 -0.031
C 0.981653 1.143280 0.383076 0.080 0.146 0.051
C 1.306413 0.571134 1.777252 0.159 0.198 0.029
O 0.503348 -0.601057 1.905275 -0.107 -0.104 -0.039
H -0.304237 0.100756 -1.032005 0.155 -0.017 0.163
H 0.322230 2.019042 0.441466 0.067 -0.134 0.012
H 1.889730 1.432116 -0.155655 -0.143 -0.034 0.087
H 1.047416 1.253594 2.589793 0.061 -0.082 -0.116
H 2.358392 0.285947 1.870945 -0.125 0.017 -0.039
N -2.055658 -0.484539 -1.782297 -0.204 -0.106 -0.072
H -1.872571 -1.339288 -1.254522 -0.025 0.080 -0.061
H -2.343659 -0.748349 -2.719648 0.051 0.036 0.106
H -2.859169 -0.048734 -1.338037 0.074 -0.023 -0.080
```
Forces are in eV/Å.

## Properties
net charge = 0
strongest force on any atom = 0.0094 hartree/bohr
HOMO-LUMO gap = 10.64 eV
energy above the lowest of the compared OMol25 structures with the same formula, charge and spin = 22.65 kJ/mol
SMILES string = O=C1NCCO1.N

***

Molecular formula: C3H8N2O2
Method: DFT, ωB97M-V with the def2-TZVPD basis set

The geometry in XYZ format:
```
15
Properties=species:S:1:pos:R:3:forces:R:3
H 0.494135 -2.584653 -0.058181 0.100 0.358 0.038
N 1.178786 -1.828433 -0.037540 0.726 1.060 -0.258
C 0.643155 -0.731954 0.224226 -6.513 -2.075 1.517
O -0.924574 -0.734761 0.597764 2.067 -0.524 -0.965
C -1.762730 -0.746877 -0.541570 -0.219 -0.188 -0.042
N 0.875192 0.496383 0.668976 5.665 0.760 -1.249
C 0.205766 1.726630 0.282672 -0.286 -0.077 -0.271
O 2.370311 0.594300 0.106333 -1.702 0.666 1.339
H -2.647507 -1.350010 -0.307087 0.101 0.111 -0.021
H -2.103570 0.265629 -0.792508 0.063 -0.047 -0.076
H -1.286477 -1.195443 -1.424602 -0.002 0.090 0.149
H 0.018507 1.775934 -0.791952 0.030 0.009 0.020
H 0.843555 2.562641 0.571075 0.034 -0.274 0.041
H -0.738577 1.797358 0.825174 0.173 -0.144 -0.051
H 2.834027 -0.046745 0.677220 -0.237 0.275 -0.173
```
Forces are in eV/Å.

## Properties
net charge = 0
strongest force on any atom = 0.1362 hartree/bohr
HOMO-LUMO gap = 10.68 eV
energy above the lowest of the compared OMol25 structures with the same formula, charge and spin = 478.09 kJ/mol
SMILES string = [H]/N=C(\OC)N(C)O